{
  "formula": "C6H10N2O2",
  "method": "the ωB97M-V functional and the def2-TZVPD basis",
  "elements": ["O", "C", "C", "C", "N", "C", "C", "C", "N", "H", "H", "H", "H", "H", "H", "H", "H", "O", "H", "H"],
  "xyz": [[-2.24691, 1.29327, -0.52614], [-1.53119, 0.82684, 0.57044], [-1.96187, -0.45966, 1.24488], [-0.75332, -0.42568, 0.35836], [-0.60066, -1.11706, -0.91289], [0.61454, -1.78602, -0.40188], [0.68947, -0.75139, 0.75369], [1.67328, 0.37720, 0.52371], [1.90470, 0.71042, -0.75939], [-3.15593, 1.46323, -0.26297], [-1.08101, 1.60329, 1.19903], [-1.81844, -0.55197, 2.32282], [-2.85026, -0.94880, 0.84062], [-1.36341, -1.72957, -1.18331], [0.43642, -2.80077, -0.01898], [1.45824, -1.80215, -1.10582], [0.83917, -1.15605, 1.75878], [2.37334, 0.83443, 1.43037], [1.15470, 1.06730, -1.34076], [2.89231, 0.69150, -1.04658]],
  "forces_ev_per_angstrom": [[-0.133, -0.008, -0.234], [0.273, 0.080, 0.299], [-0.083, -0.126, 0.207], [-0.064, 0.088, -0.019], [-0.125, -0.059, -0.109], [0.242, -0.230, 0.050], [-0.332, 0.035, 0.334], [1.219, -0.127, 2.339], [0.791, 0.488, -1.820], [0.005, 0.065, 0.049], [-0.130, -0.210, -0.140], [-0.079, 0.019, -0.298], [0.211, 0.136, 0.097], [0.096, 0.117, 0.051], [0.022, 0.190, -0.032], [-0.283, 0.046, 0.211], [-0.070, 0.180, -0.187], [-0.865, -0.937, -0.743], [0.415, -0.636, -0.190], [-1.110, 0.887, 0.135]],
  "gap_ev": 9.67,
  "lumo_ev": 0.84,
  "homo_energy_ev": -8.83,
  "charge": 0
}



{
  "formula": "C3H9NS",
  "method": "the ωB97M-V functional and the def2-TZVPD basis",
  "elements": ["C", "C", "C", "S", "N", "H", "H", "H", "H", "H", "H", "H", "H", "H"],
  "xyz": [[-0.72103, -0.15934, -1.17921], [-0.19472, -1.03528, -0.04190], [0.13831, -0.39830, 1.32007], [0.86963, 1.31087, 1.20532], [-0.94548, -0.90971, -2.40006], [0.00276, 0.64132, -1.33957], [-1.63650, 0.32832, -0.82849], [-0.90215, -1.85350, 0.12834], [0.73731, -1.49421, -0.39614], [0.88330, -1.03754, 1.77777], [-0.76677, -0.24348, 1.90086], [1.88819, 0.85938, 0.45141], [-1.86871, -0.79316, -2.76621], [-0.71686, -1.88643, -2.31536]],
  "forces_ev_per_angstrom": [[0.008, 0.306, 0.870], [0.373, -0.181, -0.200], [-0.107, 0.917, -1.061], [0.038, -0.933, -0.093], [0.404, 0.075, -0.103], [-0.049, 0.026, -0.131], [-0.070, 0.033, -0.134], [0.035, -0.022, 0.042], [-0.092, -0.087, -0.091], [-0.275, 0.010, 0.609], [0.115, -0.269, 0.315], [0.048, 0.347, 0.051], [-0.311, -0.109, -0.102], [-0.116, -0.114, 0.029]],
  "gap_ev": 9.78,
  "lumo_ev": 0.98,
  "homo_energy_ev": -8.81,
  "charge": 0
}



{
  "formula": "C4H8O",
  "method": "the ωB97M-V functional and the def2-TZVPD basis",
  "elements": ["C", "C", "C", "O", "C", "H", "H", "H", "H", "H", "H", "H", "H"],
  "xyz": [[-1.28535, -0.89414, -0.07852], [-0.05206, -0.25878, 0.53978], [1.22871, -0.39811, -0.13665], [1.07014, 1.14361, -1.17577], [0.30163, 1.33605, -0.06079], [-2.18035, -0.36513, 0.26782], [-1.42820, -1.95969, 0.15328], [-1.23770, -0.78872, -1.16778], [-0.05053, -0.18529, 1.63220], [1.32041, -0.97645, -1.03072], [2.12227, -0.23740, 0.46121], [0.85931, 1.76018, 0.78930], [-0.66828, 1.82387, -0.19336]],
  "forces_ev_per_angstrom": [[0.041, 0.205, -0.069], [-0.183, 2.351, -0.693], [0.900, 1.309, -1.845], [0.593, -2.728, 1.283], [-1.955, -0.908, 2.222], [0.099, -0.099, -0.070], [0.243, 0.255, 0.036], [-0.058, -0.032, 0.115], [0.202, -0.304, -0.331], [0.256, -0.810, -0.029], [-0.002, -0.033, -0.294], [-0.205, 0.303, -0.141], [0.070, 0.488, -0.183]],
  "gap_ev": 9.47,
  "lumo_ev": 0.79,
  "homo_energy_ev": -8.68,
  "charge": 0
}



{
  "formula": "C14H17DyN",
  "method": "the ωB97M-V functional and the def2-TZVPD basis",
  "elements": ["C", "C", "C", "C", "C", "Dy", "N", "C", "C", "H", "H", "H", "H", "H", "H", "H", "H", "H", "H", "C", "C", "C", "C", "C", "C", "C", "H", "H", "H", "H", "H", "H", "H"],
  "xyz": [[0.59143, 1.43806, -2.98954], [-0.77002, 1.77146, -3.29302], [-1.50214, 0.55097, -3.44791], [-0.59035, -0.53830, -3.26261], [0.70774, 0.00817, -2.98017], [-0.67295, 0.71329, -1.00543], [0.93822, 2.01840, -0.34150], [0.34592, 3.24755, 0.13384], [-1.13715, 3.05686, -0.26389], [-2.55638, 0.47454, -3.72311], [-1.16941, 2.78111, -3.39683], [-0.81976, -1.59564, -3.38760], [1.63661, -0.55176, -2.86979], [1.40676, 2.14850, -2.86983], [-1.39986, 3.64537, -1.15349], [0.79291, 4.14915, -0.33143], [1.95206, 2.00888, -0.22353], [-1.84241, 3.18082, 0.57034], [0.45274, 3.37318, 1.23005], [0.51860, -0.62693, 0.71868], [0.27859, -1.68475, 1.68224], [-0.81561, -1.62419, 2.58658], [-0.92867, -2.55317, 3.62050], [0.02079, -3.57928, 3.76668], [1.06442, -3.69417, 2.83012], [1.17150, -2.78372, 1.78090], [1.39826, -0.78009, 0.08022], [0.50844, 0.39145, 1.16249], [-1.54881, -0.81937, 2.47213], [-1.75475, -2.47975, 4.33157], [-0.05172, -4.28471, 4.59583], [1.79831, -4.49616, 2.93015], [1.97671, -2.86576, 1.04734]],
  "forces_ev_per_angstrom": [[-0.229, -0.459, -1.788], [0.622, -0.554, -0.578], [0.705, -0.137, -0.368], [0.171, 0.561, -0.505], [-0.568, 0.618, -1.049], [0.290, 1.246, 2.897], [1.276, 0.314, 0.290], [-0.804, -0.551, -0.326], [-0.479, -0.282, 0.147], [0.370, -0.028, 0.208], [0.137, -0.430, 0.166], [0.016, 0.304, 0.188], [-0.392, 0.153, 0.191], [-0.429, -0.341, 0.104], [-0.231, 0.158, 0.416], [-0.076, -0.010, 0.040], [-0.195, -0.202, -0.135], [0.029, 0.437, -0.261], [-0.051, 0.080, -0.075], [-0.789, -0.206, 0.171], [0.262, 0.132, -0.285], [0.392, -0.416, 0.234], [0.329, -0.063, -0.203], [0.049, 0.062, -0.129], [-0.456, 0.194, -0.069], [-0.393, -0.146, 0.533], [0.147, 0.175, 0.353], [0.191, -0.726, -0.121], [0.260, -0.234, 0.090], [0.190, -0.019, -0.178], [-0.008, 0.169, -0.214], [-0.186, 0.147, -0.020], [-0.148, 0.055, 0.275]],
  "gap_ev": [6.04, 5.97],
  "lumo_ev": [2.86, 2.86],
  "spin_multiplicity": 6,
  "homo_energy_ev": [-3.18, -3.11],
  "charge": -1
}



{
  "formula": "C13H17N3O5",
  "method": "the ωB97M-V functional and the def2-TZVPD basis",
  "elements": ["C", "C", "C", "C", "C", "C", "C", "C", "C", "C", "C", "C", "C", "H", "H", "H", "H", "H", "H", "H", "H", "H", "H", "H", "H", "H", "H", "H", "H", "H", "N", "N", "N", "O", "O", "O", "O", "O"],
  "xyz": [[0.02451, 1.44442, -0.43402], [-1.31989, 0.80991, -0.18836], [0.30534, 1.72850, -1.91610], [0.82185, 0.72841, -2.88497], [2.08001, 0.17551, -2.67221], [-0.02337, 0.07869, -3.77494], [2.66664, -0.72881, -3.53307], [0.53339, -0.77116, -4.74620], [1.84335, -1.23174, -4.52364], [-1.14091, -0.11819, 2.16982], [-2.16427, -0.97542, 2.90376], [-0.53475, 0.91593, 3.12473], [0.38068, 0.44189, 4.12994], [2.01755, 1.02904, 0.03296], [0.94577, -0.27272, 0.20755], [0.02687, 2.44232, 0.08891], [1.04809, 2.54059, -1.97893], [-0.60405, 2.24009, -2.19190], [2.59252, 0.47751, -1.74300], [-1.05354, 0.37925, -3.80777], [3.66400, -1.02120, -3.41379], [-0.22840, -1.16597, -5.48823], [1.94089, -2.20943, -6.17038], [-2.78370, 0.55817, 1.06764], [-0.33940, -0.76428, 1.89018], [-0.10966, 1.74446, 2.55482], [-1.36461, 1.32184, 3.69827], [1.70164, 1.30349, 5.58103], [0.70769, 2.42579, 4.87181], [-0.59688, -1.84387, 3.62573], [1.07254, 0.71993, 0.23949], [-1.79426, 0.48064, 1.04798], [0.88706, 1.42598, 4.99290], [-2.00208, 0.53598, -1.16134], [2.41803, -2.23982, -5.28635], [-3.34600, -0.93244, 2.76235], [0.80934, -0.69931, 4.08193], [-1.57399, -1.98423, 3.51391]],
  "forces_ev_per_angstrom": [[1.592, 0.954, 0.712], [-0.036, -1.304, -1.359], [-0.017, 1.832, 0.296], [-1.122, -2.017, 1.415], [0.741, 0.991, 0.652], [1.250, 0.886, -1.418], [-2.112, 0.599, 0.376], [-1.360, -0.721, 0.823], [0.191, -0.549, -1.362], [-0.009, 1.223, 0.634], [0.874, -1.076, -1.319], [-2.295, 1.311, -0.487], [3.142, 0.661, 0.663], [-0.490, -0.271, 0.027], [0.507, -0.357, -0.358], [-0.427, -0.538, -0.621], [-0.041, -0.050, 0.546], [-0.362, -0.139, -0.928], [0.169, 0.067, -0.988], [-0.329, -0.016, -0.152], [1.141, -0.727, 0.093], [1.583, 0.086, 0.705], [0.941, -0.386, 1.553], [-0.917, -0.695, 0.237], [0.398, -0.505, -0.573], [0.134, -0.161, 0.039], [-0.395, 0.556, -0.083], [-0.252, -0.788, -0.255], [-0.402, -0.879, -0.323], [-0.682, 0.140, -0.079], [0.040, -0.141, 1.165], [0.652, 0.903, 0.110], [-0.305, 0.008, -0.301], [-0.401, 0.707, 0.012], [-1.370, 0.719, -1.896], [-0.677, 0.690, 0.211], [0.012, -0.308, 0.927], [0.630, -0.704, 1.304]],
  "gap_ev": 8.74,
  "lumo_ev": 0.28,
  "homo_energy_ev": -8.45,
  "charge": 0
}



{
  "formula": "Cl3F2NP2S",
  "method": "the ωB97M-V functional and the def2-TZVPD basis",
  "elements": ["N", "F", "F", "P", "P", "S", "Cl", "Cl", "Cl"],
  "xyz": [[0.95066, -0.30758, 0.12561], [-0.91778, -1.90231, -0.49923], [-1.28777, 0.44285, -0.86317], [0.44342, 0.53760, 1.36295], [-0.06770, -0.61853, -1.08733], [0.47841, -0.80279, -2.92039], [1.83361, 0.27399, 2.69669], [0.37756, 2.52759, 1.11405], [-1.26453, -0.15474, 2.23977]],
  "forces_ev_per_angstrom": [[-0.930, 1.194, 0.621], [1.114, 1.546, -0.900], [1.036, -0.742, -0.308], [0.281, -1.253, -0.952], [-2.123, -1.213, -0.411], [-0.215, 0.139, 1.326], [0.491, 0.098, 0.931], [-0.421, -0.571, 0.107], [0.766, 0.802, -0.413]],
  "gap_ev": 8.59,
  "lumo_ev": -0.99,
  "homo_energy_ev": -9.58,
  "charge": 0
}



F_max? In order: 2.64, 1.41, 3.10, 3.17, 3.28, 2.48 eV/Å.
Energy relative to the best compared isomer or geometry (same formula, charge and spin)? In order: 262.5, 39.0, 337.8, 0.0, 245.5, 0.0 kJ/mol.